(1)
172
Properties=species:S:1:pos:R:3:forces:R:3 method="wB97M-V/def2-TZVPD" homo_lumo_gap_ev="8.45 / 8.45" multiplicity=2 homo_energy_ev="-7.99 / -7.99" total_charge=0 mol_weight_g_mol=1109.24 max_force_ev_per_a=4.12 energy_ev=-128320.5160
O -0.75149 0.18268 -1.04763 -0.108 -1.093 2.912
V -0.83016 -0.22146 0.50360 0.338 0.691 -2.919
C 1.61364 -2.69733 0.93388 -3.028 2.323 -1.550
O 0.39302 -3.39661 1.17900 2.099 -2.436 0.837
O 1.08592 -1.47093 0.50245 1.596 0.517 1.135
C 2.63392 -2.83267 2.15445 -2.020 0.157 -2.536
F 2.00164 -2.83504 3.30304 -0.100 0.026 1.285
F 3.28458 -3.98540 2.00433 0.393 -0.728 0.314
F 3.54045 -1.87887 2.13324 0.803 0.981 0.285
C 0.54234 -4.78371 0.87044 -2.848 -1.645 0.253
C -0.74407 -5.43735 1.42082 0.102 0.017 0.122
H -1.61090 -4.95094 0.97345 -0.092 -0.129 -0.136
H -0.79697 -6.50136 1.19020 0.056 -0.002 -0.173
H -0.86470 -5.34843 2.50047 0.287 0.101 0.107
H 1.36807 -5.41835 1.19214 0.621 0.988 0.642
H 0.44919 -5.00458 -0.19287 0.412 0.689 -0.326
H 2.06888 -3.21285 0.08824 0.709 -0.014 -0.153
C -3.70774 1.56196 0.06982 1.524 -2.478 0.239
O -3.30878 1.27386 -1.26612 -0.292 1.352 -0.414
O -2.73849 0.93562 0.90630 -0.335 1.109 -0.683
C -4.08509 3.08156 0.31459 0.651 -0.497 0.803
F -3.16440 3.94511 -0.09012 0.434 0.392 -1.752
F -5.30295 3.39509 -0.22467 1.006 -0.263 0.113
F -4.13859 3.38759 1.61115 -0.914 -0.760 1.013
C -4.28453 1.50131 -2.28467 0.722 -1.532 -1.031
C -3.74647 0.92147 -3.64135 -0.411 0.942 0.923
H -4.52874 1.07916 -4.38384 0.003 0.148 -0.140
H -2.87040 1.51142 -3.91072 0.126 -0.213 -0.184
H -3.52184 -0.14483 -3.66676 0.115 0.055 0.475
H -4.52444 2.54963 -2.46230 0.024 0.118 0.294
H -5.18411 0.93710 -2.03867 -0.384 0.198 0.227
H -4.65121 1.02790 0.18268 -0.620 0.063 0.422
C 2.00545 1.37655 -3.52932 0.103 0.122 -1.070
C 2.18408 0.43298 -2.38043 1.681 0.298 -1.920
C 3.70729 -0.04870 -2.38223 -1.226 0.041 0.513
O 4.52026 1.06027 -2.06610 0.175 0.374 0.662
C 5.83120 0.72245 -1.65630 0.327 -0.231 -0.535
N 1.87247 1.11081 -1.18006 0.536 -0.575 0.900
H 2.66001 2.24629 -3.47280 -0.006 0.117 0.406
H 0.97815 1.72923 -3.62080 -0.007 -0.062 -0.076
H 2.33992 0.87921 -4.43974 -0.310 0.014 -0.337
H 1.50310 -0.41323 -2.47157 0.162 -0.249 -0.058
H 4.02868 -0.49841 -3.32168 -0.103 -0.061 -0.285
H 3.79616 -0.79433 -1.59214 0.136 -0.306 0.212
H 6.36068 1.54892 -1.18229 -0.479 0.383 -0.182
H 6.40051 0.42700 -2.53761 0.262 -0.098 -0.112
H 5.90313 -0.09796 -0.94226 -0.501 -0.256 0.130
H 2.06694 0.32876 -0.57122 -0.334 -0.054 1.488
H 2.62208 1.76673 -1.01281 0.233 0.371 0.030
C 3.34940 1.55617 4.52143 1.536 0.446 -1.055
C 4.12329 1.86747 3.16279 -1.103 0.546 1.058
C 5.59031 1.44496 3.23117 -0.833 0.496 -0.316
O 6.14275 1.67185 1.94407 1.368 -0.408 0.066
C 7.57950 1.54506 1.92617 -0.128 0.869 0.252
N 3.45749 1.34618 1.98671 0.133 -1.349 0.053
H 3.30574 0.47888 4.68160 -0.617 -0.026 -0.132
H 2.41929 2.11865 4.60277 -0.261 -0.554 -0.347
H 3.93630 1.92985 5.36048 0.294 0.100 -0.016
H 3.98906 2.93044 2.96234 0.835 0.470 0.640
H 5.66666 0.38286 3.46398 0.025 -0.206 0.281
H 6.03604 2.05299 4.01840 0.588 -0.033 -0.009
H 8.04603 0.59194 2.17521 -0.776 -0.577 0.093
H 7.98166 2.24482 2.65878 0.147 0.230 0.009
H 7.97737 1.81697 0.94849 -0.438 0.116 -0.069
H 4.09891 1.52023 1.22619 0.018 0.679 -0.556
H 3.61402 0.34954 2.03499 -0.715 -0.796 0.032
C 0.64568 6.22082 -2.88509 -1.171 0.522 -0.249
C -0.61198 5.58338 -2.28068 -0.266 -1.991 -0.549
C -0.76001 4.05612 -2.75989 1.114 1.598 0.227
O -0.60996 3.97575 -4.17188 -2.156 0.091 -0.916
C -1.77143 4.51132 -4.91106 0.858 -0.290 0.240
N -0.56681 5.62037 -0.85732 0.130 0.541 1.015
H 1.59155 5.77652 -2.57521 -0.247 -0.206 0.068
H 0.63085 7.26654 -2.57794 0.246 0.088 0.028
H 0.57324 6.19734 -3.97242 0.198 -0.069 0.004
H -1.54146 6.11170 -2.49295 0.190 0.278 -0.887
H -1.58879 3.50867 -2.31098 -0.932 0.366 -0.454
H 0.05166 3.49119 -2.30145 0.599 0.147 -0.319
H -2.72121 4.00230 -4.74702 0.140 -0.584 0.454
H -1.57112 4.43242 -5.97958 0.359 -0.146 0.114
H -2.00261 5.55928 -4.72012 0.487 0.183 0.335
H -1.35990 5.09720 -0.51468 -0.069 0.034 0.321
H 0.26147 5.11755 -0.57233 -0.321 -0.008 0.158
C -0.67359 2.82040 2.92502 0.355 0.627 -0.475
C -0.11141 2.78621 1.52203 0.663 0.104 -0.554
C 1.00880 3.78718 1.29215 -0.794 0.642 -0.033
O 1.31723 3.83394 -0.11828 0.973 -0.367 1.691
C 2.55572 4.50771 -0.33364 -0.462 -0.101 -0.296
N 0.51332 1.50383 1.25280 -1.275 -1.638 0.119
H 0.09192 2.62867 3.67690 0.162 -0.275 0.018
H -1.48477 2.09605 2.99861 -0.158 0.302 0.155
H -0.95510 3.86403 3.06536 -0.703 -0.160 0.395
H -0.89989 2.96884 0.79193 -0.096 -0.050 0.017
H 1.86998 3.50774 1.89910 0.344 -0.194 -0.194
H 0.68067 4.75110 1.68110 0.034 0.543 -0.357
H 2.45802 5.56341 -0.08053 0.069 0.179 0.154
H 2.75738 4.44391 -1.40292 0.196 -0.163 0.111
H 3.35443 4.05693 0.25540 0.137 -0.074 -0.029
H 1.22707 1.42846 1.96341 0.197 -0.779 0.418
H 1.09958 1.57776 0.43368 -0.319 0.088 -0.829
C -2.21734 1.00250 -7.34728 0.462 0.362 -1.038
O -1.26502 -0.00190 -7.13337 -0.167 0.008 0.402
C -0.81959 -0.00851 -5.79787 -0.142 -0.614 -0.062
C 0.34228 -0.98225 -5.68587 -0.328 2.820 -0.874
N -0.01560 -2.32121 -5.69079 -0.400 -1.802 2.208
C 1.10443 -3.23288 -5.56738 -0.042 -0.971 0.422
C 2.06558 -2.97681 -4.36428 -0.010 -0.069 -0.510
O 2.75261 -4.21449 -3.98193 -0.260 1.307 -0.531
C 3.92757 -3.95721 -3.19888 -0.677 -0.265 -0.141
H -2.55291 0.81206 -8.36670 -0.610 0.183 0.194
H -1.73482 1.97980 -7.36024 0.195 0.280 0.078
H -3.01129 1.08067 -6.60455 -0.234 -0.528 0.010
H -1.65167 -0.28691 -5.15115 -0.135 -0.415 0.244
H -0.54359 0.97845 -5.42662 0.377 0.366 -0.389
H 0.83861 -0.53877 -4.82268 0.476 -1.121 0.406
H 0.95582 -0.81230 -6.57062 0.628 0.720 -0.152
H -0.78251 -2.56268 -6.30205 0.456 -0.120 -0.122
H 1.68239 -3.26910 -6.49083 0.456 0.094 -0.155
H 0.75147 -4.25226 -5.41127 -0.253 -0.050 -0.118
H 1.56888 -2.51905 -3.50880 -0.539 -0.464 0.298
H 2.72750 -2.16287 -4.66002 0.805 -0.304 -0.151
H 4.83324 -3.84865 -3.79561 -0.117 0.517 -0.358
H 4.14644 -4.82563 -2.57754 -0.438 -0.047 0.150
H 3.71888 -3.08607 -2.57786 0.440 0.055 0.192
C 0.38726 -3.14270 6.72753 0.200 0.264 0.018
O -0.97487 -3.28080 6.41921 -0.692 -0.055 0.519
C -1.94025 -2.51690 7.19434 1.788 -0.500 -0.489
C -3.28830 -2.83457 6.60274 0.620 0.560 -0.437
N -4.24742 -1.81599 6.95055 -0.628 -0.789 0.120
C -5.50497 -2.08150 6.27805 -0.950 1.696 -0.585
C -5.57937 -1.54758 4.79678 0.404 0.449 -0.038
O -5.31025 -0.11661 4.72476 0.647 -0.828 -0.006
C -4.91436 0.34719 3.41892 -0.721 -0.121 -0.127
H 0.77928 -3.52218 7.67114 -0.757 -0.484 0.544
H 0.66720 -2.09046 6.77781 0.208 0.301 -0.554
H 0.92478 -3.71365 5.97043 0.078 0.425 -0.214
H -1.69248 -1.45729 7.13152 -0.110 0.367 -0.444
H -1.78935 -2.72293 8.25400 -0.488 -0.468 0.169
H -3.59601 -3.84534 6.87062 -0.307 0.158 0.388
H -3.21212 -2.84600 5.51547 0.615 -0.298 -0.312
H -4.01625 -0.91263 6.56248 0.804 0.251 0.183
H -6.18838 -1.46799 6.86512 -0.724 -0.277 -0.270
H -5.80564 -3.12819 6.32434 0.071 0.039 -0.006
H -6.54074 -1.72570 4.31497 -0.410 -0.097 0.362
H -4.88134 -2.07250 4.14461 0.442 -0.100 0.068
H -5.58707 -0.04817 2.65784 -0.421 -0.036 -0.062
H -3.92867 0.10429 3.02205 0.464 -0.335 0.725
H -4.99099 1.43382 3.38053 -0.085 -0.071 0.338
C -0.37988 -0.92582 3.66781 0.956 -1.035 0.068
O -1.16471 -1.18886 2.49467 -0.389 0.835 0.374
C -2.09874 -2.24574 2.58126 -1.295 -0.954 0.190
C -2.91124 -2.40952 1.27803 -0.276 1.273 0.816
N -1.99545 -2.21292 0.20695 0.694 0.032 -1.767
C -2.70106 -2.29109 -1.07812 -1.175 0.760 -1.989
C -1.83341 -2.76796 -2.27866 -0.193 0.636 2.085
O -1.56015 -4.10195 -1.88988 0.391 1.268 -0.586
C -0.40494 -4.58077 -2.52904 -0.781 -2.208 0.661
H -0.09947 -1.85768 4.15883 -0.177 -0.349 -0.243
H -0.79330 -0.33672 4.48643 -0.754 0.479 -0.604
H 0.56604 -0.51169 3.31876 -0.215 0.294 -0.030
H -2.81644 -2.11893 3.39176 0.111 0.414 0.266
H -1.59124 -3.18870 2.78468 0.372 0.089 -0.023
H -3.68469 -1.66241 1.09999 -0.224 0.183 0.785
H -3.37272 -3.39172 1.17588 -0.077 -0.208 0.504
H -1.46472 -3.06968 0.27320 1.283 0.277 -0.494
H -3.23288 -1.36129 -1.27994 0.658 0.616 0.010
H -3.57657 -2.93991 -1.05338 0.169 -0.850 0.454
H -0.93981 -2.14522 -2.32098 0.443 -0.086 0.211
H -2.22437 -2.72092 -3.29505 -0.755 0.028 0.150
H -0.55722 -5.61259 -2.21242 1.050 -0.585 -0.495
H 0.53856 -4.23393 -2.10760 -0.035 0.505 -0.287
H -0.47015 -4.56391 -3.61696 0.156 0.445 -0.010



(2)
61
Properties=species:S:1:pos:R:3:forces:R:3 method="wB97M-V/def2-TZVPD" homo_lumo_gap_ev=4.37 multiplicity=1 homo_energy_ev=-0.73 total_charge=-2 mol_weight_g_mol=467.44 max_force_ev_per_a=7.52 energy_ev=-46718.9997
N -0.84322 2.02822 5.73686 -0.290 2.526 0.642
O -0.56730 2.50682 6.85719 0.425 -0.348 1.165
O -0.20954 1.15342 5.22780 1.868 -2.713 -0.660
O -1.73426 2.58118 5.09410 -2.093 0.664 -1.073
C 1.07618 0.30477 0.66917 0.746 -2.025 1.088
O 1.73938 -0.87027 1.06141 -0.107 0.779 -0.981
H 0.89504 0.33064 -0.40536 0.037 0.466 -0.900
H 0.08897 0.40549 1.12016 -0.718 -0.074 0.303
H 1.58363 1.20624 1.01262 0.432 0.686 -0.253
C 5.34583 -0.69678 -2.13038 0.913 -1.517 -1.388
O 6.16218 -0.59898 -3.04264 0.053 -0.135 -0.524
N 4.49920 -1.75201 -1.97385 0.004 0.041 -0.653
N 5.25919 0.16294 -1.15079 -0.275 1.674 1.702
H 3.87933 -1.70628 -1.17776 -0.365 -0.843 -0.123
H 4.66842 -2.53366 -2.59069 -0.463 0.107 0.500
H 5.93110 0.91664 -1.12691 -0.484 -0.188 0.266
H 4.62009 -0.09347 -0.41194 0.164 0.864 0.495
C 0.06611 -5.45064 0.14085 1.420 1.916 1.483
O 0.52277 -5.46739 1.25188 0.098 -1.081 1.747
N -0.38667 -6.42451 -0.58198 -1.309 -4.391 -0.680
N 0.02245 -4.37391 -0.58564 0.029 4.429 -1.945
H -0.52767 -7.24936 -0.01645 -0.137 -0.504 -1.194
H -0.50519 -6.21823 -1.56357 -0.337 -1.307 0.434
H 0.17340 -3.48315 -0.13414 0.276 0.249 -0.135
H -0.44902 -4.42556 -1.47735 0.104 0.754 0.426
C -3.34879 -1.62904 2.69491 5.021 1.180 4.330
O -2.32649 -1.99565 3.30670 -1.654 0.332 -1.026
N -3.90866 -0.43162 2.82617 -0.009 2.293 1.267
N -4.01402 -2.30413 1.86460 -3.498 -4.683 -4.726
H -3.28221 0.20910 3.29216 -0.527 0.711 -0.010
H -4.69679 -0.19523 2.24044 0.608 0.714 0.405
H -3.76669 -3.24964 1.60977 -0.124 0.308 0.199
H -4.88623 -1.88994 1.56828 0.213 -0.849 -0.353
C 3.55823 4.60211 5.18285 0.161 -1.249 -0.471
O 3.69947 5.78663 5.09766 0.571 2.868 0.522
N 4.08500 3.80964 6.11630 1.399 -0.993 2.354
N 2.90403 3.92509 4.25804 -1.111 -0.635 -1.900
H 4.06801 2.80243 6.04326 -0.172 0.365 0.028
H 4.66617 4.20539 6.84136 -0.306 -0.018 -0.289
H 2.79408 2.92112 4.26631 -0.307 0.327 -0.253
H 2.67745 4.50998 3.46643 -0.369 -0.697 0.002
N -4.19784 1.48233 -1.42719 -1.042 1.465 -1.082
C -3.88233 2.49917 -0.59936 0.342 1.162 1.005
C -4.66055 3.62810 -0.89790 1.070 -0.433 1.414
C -5.48782 3.30918 -1.94925 0.444 -2.567 -1.691
C -5.14224 1.98141 -2.31907 -0.752 0.321 0.078
H -3.76439 0.57092 -1.38775 -0.155 0.261 -0.258
H -3.07393 2.35297 0.10173 -0.197 0.192 0.213
H -4.69733 4.58696 -0.40228 0.438 -0.200 0.226
H -6.17028 3.96831 -2.46521 -0.028 -0.215 0.003
H -5.50013 1.37918 -3.14104 -0.054 -0.020 0.154
N 1.09869 -0.91168 -4.50196 -0.827 0.211 -1.383
C -0.05409 -0.25543 -4.89575 -0.556 -0.654 0.532
C -0.21064 -0.30944 -6.26168 0.733 0.858 1.335
C 0.98656 -0.85514 -6.74888 0.814 -1.613 0.564
C 1.74315 -1.36286 -5.64754 -1.050 1.934 -1.035
H 1.39108 -1.02250 -3.54158 0.095 -0.021 -0.178
H -0.79996 0.13640 -4.22007 0.401 -0.101 0.404
H -1.05058 0.16498 -6.74729 0.231 -0.148 -0.304
H 1.19888 -0.89576 -7.80702 0.393 -0.405 0.120
H 2.74078 -1.77552 -5.61870 -0.185 -0.030 0.061



(3)
62
Properties=species:S:1:pos:R:3:forces:R:3 method="wB97M-V/def2-TZVPD" homo_lumo_gap_ev=10.10 multiplicity=1 homo_energy_ev=-9.74 total_charge=0 mol_weight_g_mol=319.48 max_force_ev_per_a=2.62 energy_ev=-28955.0666 smiles=COC[C@H](C)N.CCO.CCO.CCO.CCO.CCO
C 1.70006 2.28134 -1.82162 0.899 0.042 -0.236
O 1.14525 1.31777 -2.68291 -2.050 0.858 1.387
C 1.99545 0.54109 -3.40870 0.323 -0.389 -1.359
C 1.14336 -0.48466 -4.17606 -0.110 0.002 0.632
C 0.36661 -1.37267 -3.17118 -0.461 1.131 -0.576
N 2.00158 -1.31342 -5.05073 -0.195 0.479 1.092
H 2.36319 2.93089 -2.39297 0.103 0.280 -0.050
H 2.30461 1.82341 -1.03873 0.104 -0.236 0.155
H 0.95442 2.89878 -1.32072 -0.274 -0.277 -0.384
H 2.52559 1.17209 -4.12208 0.403 -0.011 -0.291
H 2.73849 0.04529 -2.78407 0.255 -0.323 0.298
H 0.46087 0.07803 -4.81299 -0.227 -0.005 0.143
H -0.31144 -0.76816 -2.56875 0.052 0.140 0.048
H 1.03583 -1.88671 -2.48126 0.064 -0.316 -0.218
H -0.29129 -2.02373 -3.74684 0.228 -0.485 0.181
H 1.49551 -2.18615 -5.09906 -0.026 -0.368 -0.565
H 2.71373 -1.53361 -4.36923 0.950 -0.486 -0.302
C -1.14948 0.07142 1.19221 -0.663 -0.104 -0.940
C 0.06297 0.54811 0.39514 -1.751 0.969 1.589
O 1.18646 0.61829 1.29926 -0.349 -0.167 -1.455
H -0.89566 -0.87480 1.67005 -0.361 0.257 0.515
H -2.00318 -0.08750 0.53337 0.135 -0.634 -0.613
H -1.63195 0.86041 1.76910 0.866 -0.156 1.028
H -0.21239 1.57625 0.16019 0.583 0.051 -0.558
H 0.10880 -0.04954 -0.51525 0.995 0.049 0.072
H 1.50219 -0.28697 1.34847 0.266 -0.253 0.554
C -1.92555 -1.24119 5.12895 -0.743 0.114 -0.067
C -2.65157 -2.11947 4.10325 -0.454 1.650 -0.618
O -2.37205 -3.44942 4.29578 0.457 -1.779 0.217
H -2.13902 -0.17769 5.02172 0.179 0.082 -0.444
H -0.85093 -1.42143 5.10068 -0.017 0.080 -0.012
H -2.30425 -1.45512 6.12842 0.151 -0.397 0.051
H -2.42493 -1.89113 3.06182 0.522 0.594 -0.060
H -3.73382 -1.99264 4.07578 -0.173 0.094 0.747
H -1.57963 -3.61316 3.77920 0.065 -0.444 0.187
C 3.83725 -2.98423 0.14435 -0.526 -0.493 -0.901
C 3.01886 -1.77961 0.60829 1.203 -1.320 0.310
O 2.21390 -2.17598 1.72040 -0.586 0.530 0.024
H 4.36544 -2.78638 -0.78837 0.171 0.261 0.019
H 3.15958 -3.80177 -0.10160 -0.177 -0.049 0.056
H 4.54993 -3.41355 0.84854 -0.026 0.510 0.305
H 2.31963 -1.45279 -0.16137 0.191 0.054 -0.093
H 3.73984 -0.99900 0.85107 -0.391 0.451 0.144
H 2.67708 -2.09851 2.55770 0.279 0.038 -0.079
C -3.72388 -0.02555 -2.55707 -0.417 -0.122 -0.318
C -4.88969 0.89517 -2.91010 0.528 0.204 1.410
O -4.79782 1.19894 -4.26456 -0.109 0.547 -1.006
H -3.77737 -0.38978 -1.53112 -0.034 -0.196 -0.078
H -2.77777 0.49747 -2.69653 -0.045 0.245 0.112
H -3.70178 -0.82920 -3.29311 -0.082 -0.341 0.293
H -4.80428 1.76206 -2.25489 0.171 0.533 -0.198
H -5.89715 0.55983 -2.66377 0.060 -0.819 -0.151
H -4.70155 2.14679 -4.38246 -0.034 -0.054 -0.056
C 0.91043 2.97079 3.94954 -0.802 1.021 -0.504
C 0.60884 3.68008 2.56822 0.098 -1.274 1.625
O 1.65066 3.40335 1.68911 0.682 0.779 -0.900
H 1.20079 1.92428 3.85676 0.222 0.181 -0.319
H 0.03982 2.97671 4.60536 -0.240 0.114 -0.025
H 1.66049 3.57692 4.45759 0.291 -0.358 -0.020
H 0.54950 4.75707 2.72533 0.091 -0.005 -0.079
H -0.34485 3.35179 2.15496 -0.249 -0.084 0.027
H 1.58629 2.50112 1.36749 -0.013 -0.395 0.252